The following is a quantum chemistry calculation of C4H5Cl2FS in the gas phase at a distorted geometry, from the OMol25 dataset.

Geometry as ORCA input:
```
! RIJCOSX wB97M-V def2-TZVPD def2/J DEFGRID3
* xyz 0 1
Cl 0.666 -0.132 2.436
C -1.195 -1.102 -0.954
H 1.072 2.138 0.968
H -0.793 0.809 0.895
H 0.682 1.855 -0.760
C 1.097 1.384 0.171
C 0.167 0.309 0.760
Cl -2.622 -1.671 -0.023
H 2.174 1.108 -0.036
F -1.553 0.034 -1.596
H -0.954 -1.852 -1.698
C 0.030 -0.919 -0.075
S 1.230 -1.960 -0.087
*
```

The value obtained for the energy above the lowest of the compared OMol25 structures with the same formula, charge and spin is 24.0 kJ/mol. Its SMILES is C[C@H](Cl)C(=S)[C@H](F)Cl. For the lowest unoccupied orbital energy, the calculation gives -0.041 hartree. The gap between HOMO and LUMO is 0.306 Ha.

Mulliken population analysis, charges in e, atoms 1 to 4: atom 1 (Cl): -0.167, atom 2 (C): -0.032, atom 3 (H): 0.326, atom 4 (H): 0.281